(1)
Below is a structure of composition C33H46CeClF3O4P4S, with properties calculated with ωB97M-V/def2-TZVPD.

Structure (XYZ):
```
93
C33H46CeClF3O4P4S, DFT ωB97M-V/def2-TZVPD
P -4.236 0.033 -4.253
C -4.262 -1.303 -5.475
C -5.484 -1.948 -5.748
H -6.343 -1.783 -5.097
C -5.618 -2.778 -6.862
H -6.591 -3.234 -7.075
C -4.514 -3.015 -7.688
H -4.619 -3.682 -8.548
C -3.287 -2.403 -7.408
H -2.436 -2.586 -8.063
C -3.155 -1.556 -6.303
H -2.205 -1.072 -6.088
C -5.802 -0.129 -3.332
C -5.916 -1.129 -2.348
H -5.035 -1.708 -2.051
C -7.160 -1.393 -1.756
H -7.249 -2.189 -1.006
C -8.278 -0.643 -2.137
H -9.244 -0.845 -1.674
C -8.179 0.357 -3.114
H -9.063 0.929 -3.423
C -6.939 0.619 -3.707
H -6.863 1.408 -4.463
C -4.370 1.545 -5.233
C -4.880 1.455 -6.545
H -5.009 0.481 -7.020
C -5.248 2.603 -7.247
H -5.683 2.503 -8.244
C -5.059 3.859 -6.665
H -5.341 4.758 -7.219
C -4.481 3.961 -5.397
H -4.329 4.945 -4.954
C -4.095 2.812 -4.691
H -3.579 2.905 -3.732
Ce 0.691 -0.308 0.069
C -1.290 0.796 0.751
C -2.561 1.237 0.545
H -0.876 1.073 1.757
C -3.424 1.069 -0.739
O -3.831 2.409 -1.043
H -4.351 2.448 -1.876
C -2.814 0.453 -1.912
H -4.301 0.448 -0.485
C -2.887 0.021 -3.142
Cl 1.556 -1.742 -1.902
P 1.107 2.421 -1.022
P -0.787 -2.606 0.996
C 2.911 2.422 -1.380
H 3.129 1.647 -2.130
H 3.501 2.209 -0.474
H 3.189 3.409 -1.778
C 0.428 3.320 -2.438
H -0.639 3.499 -2.276
H 0.537 2.707 -3.337
H 0.948 4.273 -2.583
C 1.084 3.706 0.292
H 1.679 3.373 1.154
H 0.048 3.861 0.623
H 1.492 4.654 -0.093
C 0.589 -3.699 1.556
H 1.220 -3.185 2.298
H 1.226 -3.952 0.694
H 0.139 -4.613 1.979
C -1.920 -2.713 2.420
H -2.831 -2.144 2.190
H -1.446 -2.259 3.301
H -2.169 -3.766 2.625
C -1.598 -3.658 -0.238
H -0.924 -3.818 -1.081
H -2.493 -3.149 -0.607
H -1.871 -4.618 0.214
P -3.325 2.191 1.922
C -2.597 2.175 3.581
C -4.996 1.535 2.138
H -1.565 2.548 3.596
H -2.621 1.180 4.041
H -3.204 2.845 4.209
H -5.496 1.465 1.162
H -5.549 2.214 2.802
H -4.931 0.537 2.594
C -3.398 3.959 1.532
H -2.400 4.406 1.657
H -4.112 4.425 2.228
H -3.731 4.065 0.490
H -2.026 -0.492 -3.605
F 5.482 0.130 2.952
C 4.468 0.447 2.124
F 4.518 1.781 1.858
F 4.632 -0.197 0.928
S 2.774 0.039 2.770
O 2.672 -1.400 2.743
O 2.507 0.752 3.987
O 2.044 0.639 1.569
```

Output
Total charge   +2
Energy relative to the best compared isomer or geometry (same formula, charge and spin)   0.0 kJ/mol
LUMO energy (alpha / beta)   -0.262 / -0.263 Eh



(2)
Below is a structure of composition C33H46Cl2F4KN2O3Si2Te, with properties calculated with ωB97M-V/def2-TZVPD.

Structure (XYZ):
```
94
C33H46Cl2F4KN2O3Si2Te, DFT ωB97M-V/def2-TZVPD
K 0.250 -0.040 0.300
C -0.757 1.498 -3.715
N -1.149 0.165 -3.296
C -1.136 -0.754 -4.417
C -2.450 0.106 -2.616
C -2.817 1.279 -1.722
N -1.958 1.418 -0.560
C -2.309 2.335 0.347
C -1.551 2.466 1.558
F -0.482 1.644 1.727
C -1.825 3.344 2.572
F -1.016 3.343 3.657
C -2.892 4.225 2.527
C -3.642 4.157 1.368
F -4.693 4.998 1.225
C -3.382 3.285 0.333
F -4.205 3.378 -0.748
H -1.471 1.956 -4.422
H 0.215 1.442 -4.210
H -0.667 2.151 -2.845
H -1.884 -0.489 -5.185
H -1.357 -1.770 -4.075
H -0.152 -0.759 -4.894
H -2.482 -0.823 -2.037
H -3.250 0.041 -3.375
H -3.862 1.096 -1.443
H -2.845 2.181 -2.346
H -3.113 4.918 3.324
O 0.852 -1.213 -1.642
C 2.088 -1.941 -1.644
C 2.640 -1.803 -0.179
O 3.866 -1.715 -0.040
O 1.740 -1.797 0.708
C 1.803 -3.400 -1.977
C 1.369 -3.717 -3.263
C 1.037 -5.018 -3.608
C 1.152 -6.034 -2.666
C 1.595 -5.731 -1.386
C 1.913 -4.422 -1.040
C 3.055 -1.287 -2.626
C 2.904 0.063 -2.933
C 3.790 0.708 -3.786
C 4.854 0.009 -4.340
C 5.014 -1.338 -4.036
C 4.120 -1.980 -3.189
H 0.445 -1.180 -2.519
H 1.297 -2.931 -4.009
H 0.697 -5.240 -4.612
H 0.900 -7.054 -2.930
H 1.689 -6.516 -0.645
H 2.232 -4.193 -0.030
H 2.074 0.605 -2.495
H 3.659 1.761 -4.009
H 5.552 0.509 -4.999
H 5.845 -1.893 -4.456
H 4.264 -3.027 -2.948
C -0.558 1.654 7.142
Si -0.213 0.300 5.908
C -1.706 0.065 4.816
C 0.114 -1.287 6.838
C 1.285 0.732 4.895
Te 1.545 -0.652 3.266
C 3.561 -0.069 2.849
Si 4.781 -1.159 3.732
C 4.547 -1.062 5.582
C 4.567 -2.908 3.145
C 6.516 -0.590 3.337
H -1.424 1.406 7.765
H -0.766 2.599 6.629
H 0.304 1.805 7.800
H -2.510 -0.432 5.367
H -1.461 -0.556 3.948
H -2.083 1.020 4.438
H -0.735 -1.550 7.476
H 1.004 -1.196 7.472
H 0.289 -2.112 6.140
H 2.176 0.716 5.530
H 1.180 1.726 4.451
H 3.633 0.995 3.085
H 3.690 -0.213 1.771
H 3.525 -1.344 5.857
H 4.742 -0.053 5.963
H 5.236 -1.752 6.083
H 3.631 -3.329 3.524
H 5.396 -3.544 3.473
H 4.519 -2.911 2.049
H 6.687 0.440 3.670
H 6.696 -0.633 2.257
H 7.250 -1.235 3.832
Cl 4.379 3.602 -1.219
C 2.628 3.346 -1.119
Cl 2.157 2.285 0.210
H 2.304 2.895 -2.047
H 2.155 4.305 -0.963
```

Output
Total charge   -1
Energy relative to the best compared isomer or geometry (same formula, charge and spin)   57.3 kJ/mol
LUMO energy   0.078 Eh



(3)
Below is a structure of composition C33H47BMnN12S4, with properties calculated with ωB97M-V/def2-TZVPD.

Structure (XYZ):
```
98
C33H47BMnN12S4, DFT ωB97M-V/def2-TZVPD
Mn -1.895 -7.377 19.084
N -0.511 -2.969 19.293
C -0.842 -4.211 18.813
S -2.491 -4.689 18.756
N 0.220 -4.933 18.488
N -0.077 -6.226 18.247
C 0.773 -6.900 17.575
C 0.599 -8.350 17.400
C 1.387 -9.016 16.475
C 1.164 -10.360 16.262
C 0.175 -11.001 16.984
C -0.541 -10.255 17.904
N -0.347 -8.955 18.121
H -1.244 -2.297 19.247
H 0.428 -2.648 19.130
H 1.675 -6.455 17.178
H 2.143 -8.476 15.913
H 1.739 -10.902 15.526
H -0.062 -12.040 16.820
H -1.332 -10.705 18.478
C -5.335 -4.242 22.288
C -6.539 -5.105 21.885
C -7.768 -4.206 21.994
C -6.769 -6.297 22.818
N -6.391 -5.550 20.465
C -7.261 -5.228 19.448
C -6.750 -5.724 18.314
N -5.551 -6.334 18.604
B -4.638 -7.094 17.627
N -4.257 -6.291 16.396
C -4.669 -5.049 15.961
C -3.899 -4.700 14.919
N -2.959 -5.707 14.736
C -3.172 -6.682 15.666
S -2.280 -8.130 15.977
C -1.802 -5.530 13.792
C -2.391 -5.088 12.463
C -0.962 -6.788 13.512
C -0.882 -4.470 14.391
N -5.227 -8.451 17.212
C -6.187 -8.586 16.236
C -6.436 -9.893 16.082
N -5.602 -10.579 16.958
C -4.858 -9.678 17.668
S -3.693 -9.987 18.924
C -5.480 -12.070 17.047
C -4.064 -12.499 16.631
C -6.441 -12.700 16.056
C -5.884 -12.549 18.448
C -5.336 -6.262 19.950
S -4.043 -6.991 20.857
H -5.538 -3.823 23.279
H -5.239 -3.404 21.602
H -4.395 -4.801 22.290
H -7.882 -3.922 23.033
H -8.675 -4.729 21.692
H -7.676 -3.287 21.418
H -6.941 -5.914 23.828
H -5.928 -6.991 22.820
H -7.666 -6.844 22.523
H -8.156 -4.659 19.608
H -7.189 -5.720 17.320
H -3.630 -7.320 18.205
H -5.461 -4.484 16.424
H -3.894 -3.778 14.362
H -3.044 -5.866 12.079
H -1.569 -4.930 11.766
H -2.946 -4.156 12.522
H -1.593 -7.633 13.229
H -0.370 -7.079 14.379
H -0.309 -6.522 12.693
H -1.358 -3.489 14.494
H -0.029 -4.374 13.728
H -0.509 -4.755 15.377
H -6.609 -7.738 15.727
H -7.105 -10.402 15.396
H -3.883 -12.214 15.598
H -3.974 -13.579 16.714
H -3.305 -12.020 17.221
H -6.194 -12.389 15.047
H -7.478 -12.446 16.270
H -6.337 -13.773 16.117
H -5.221 -12.188 19.218
H -5.855 -13.643 18.466
H -6.904 -12.228 18.679
N -0.108 -9.193 21.377
C -0.292 -7.938 21.920
C 0.298 -7.637 23.144
C 0.138 -6.391 23.683
C -0.613 -5.433 23.014
C -1.161 -5.809 21.801
N -0.983 -7.026 21.238
H 0.095 -9.928 22.022
H -0.795 -9.461 20.692
H 0.885 -8.394 23.646
H 0.602 -6.173 24.653
H -0.787 -4.446 23.412
H -1.785 -5.141 21.217
```

Output
Total charge   0
LUMO energy (alpha / beta)   0.012 / 0.009 Eh
Spin multiplicity   6



| no. | electronic energy (Ha) |
| --- | --- |
| 1 | -4583.97265 |
| 2 | -4387.24459 |
| 3 | -4711.61294 |